Record 1
Formula: C14H37MgO9S5
Source: OMol25
Level of theory: wB97M-V/def2-TZVPD

```
66
Properties=species:S:1:pos:R:3
Mg -0.15 -1.55 1.69
O 0.12 0.02 0.66
H 0.50 0.45 -0.10
C -1.17 1.10 -2.60
C -1.22 2.38 -3.38
C -0.68 3.62 -2.67
O 0.09 4.30 -3.65
C 0.34 3.44 -4.68
O 1.11 3.65 -5.55
O -0.39 2.31 -4.54
H -1.69 1.20 -1.65
H -0.13 0.84 -2.37
H -1.57 0.28 -3.19
H -2.25 2.53 -3.73
H -0.05 3.32 -1.82
H -1.45 4.27 -2.27
C 2.99 3.68 -2.37
S 2.74 1.93 -2.63
O 4.02 1.34 -3.06
C 2.56 1.49 -0.89
H 2.18 4.04 -1.73
H 2.96 4.17 -3.33
H 3.92 3.83 -1.82
H 3.38 1.91 -0.32
H 2.58 0.40 -0.83
H 1.62 1.91 -0.53
C -4.44 -0.57 2.57
S -2.86 0.09 3.09
O -1.81 -0.87 2.65
C -2.74 1.43 1.93
H -4.27 -1.29 1.78
H -5.11 0.23 2.24
H -4.86 -1.09 3.43
H -3.67 1.99 1.87
H -2.49 0.96 0.97
H -1.93 2.08 2.23
C 3.80 -3.68 1.06
S 2.53 -2.75 0.26
O 1.58 -2.35 1.35
C 1.77 -4.13 -0.56
H 4.39 -3.05 1.72
H 4.41 -4.14 0.28
H 3.31 -4.45 1.67
H 1.50 -4.85 0.20
H 2.47 -4.56 -1.28
H 0.89 -3.75 -1.07
C 0.77 1.78 3.38
S 1.49 0.25 3.95
O 0.69 -0.84 3.34
C 3.00 0.36 2.99
H 0.49 1.66 2.33
H 1.53 2.55 3.49
H -0.09 2.02 3.99
H 3.36 -0.66 2.90
H 3.69 0.98 3.55
H 2.78 0.78 2.01
C -3.21 -2.01 -0.91
S -2.14 -3.35 -0.46
O -1.15 -2.79 0.51
C -3.29 -4.29 0.55
H -2.80 -1.54 -1.79
H -3.21 -1.31 -0.07
H -4.22 -2.37 -1.07
H -3.84 -3.61 1.19
H -2.68 -4.94 1.17
H -4.01 -4.81 -0.08
```

Properties
LUMO energy: -2.07 eV
Energy above the lowest of the compared OMol25 structures with the same formula, charge and spin: 0.00 kJ/mol
Net charge: +1
E_HOMO: -10.689 eV

Record 2
Formula: C4H12NO2
Source: OMol25
Level of theory: wB97M-V/def2-TZVPD

```
19
Properties=species:S:1:pos:R:3
C -1.52 1.45 1.90
C -1.51 0.27 0.97
C -2.49 -0.40 0.42
C 1.01 -0.20 0.95
N -0.17 -0.07 0.42
H -2.51 2.03 1.83
H -0.76 2.37 1.72
H -1.29 1.14 2.92
H -2.44 -0.96 -0.50
H -3.55 -0.07 0.64
H 1.72 0.71 1.11
H 1.33 -1.16 1.23
H 0.00 -0.78 -0.39
H 4.32 0.02 -1.41
H 4.20 0.63 -2.81
O 3.67 0.37 -2.11
H 0.39 -2.44 -2.08
H -0.26 -1.29 -2.87
O -0.14 -1.62 -1.96
```

Properties
Multiplicity: 2
LUMO energy (spin up / spin down): -12.05 / -13.51 eV
Energy above the lowest of the compared OMol25 structures with the same formula, charge and spin: 393.63 kJ/mol
Net charge: +2
E_HOMO (spin up / spin down): -17.153 / -17.153 eV
Expectation value of S²: 0.762

Record 3
Formula: C24H46As3CoN7OS2
Source: OMol25
Level of theory: wB97M-V/def2-TZVPD

```
84
Properties=species:S:1:pos:R:3
Co 0.32 0.56 -0.76
C -1.57 3.61 -1.51
As -0.94 2.61 0.06
C -0.38 4.24 1.05
C -2.54 2.31 1.20
C -3.64 1.34 0.78
C -4.32 1.87 -0.48
C -3.12 -0.08 0.53
As -2.03 -0.47 -1.08
C -3.35 -0.49 -2.55
C -2.03 -2.42 -0.85
C -4.74 1.30 1.86
As -4.50 0.85 3.82
C -2.83 -0.21 4.04
C -3.83 2.56 4.53
H -2.41 4.25 -1.25
H -1.86 2.94 -2.32
H -0.76 4.24 -1.87
H -1.22 4.94 1.00
H 0.48 4.72 0.59
H -0.16 4.04 2.10
H -3.00 3.29 1.36
H -2.13 1.99 2.16
H -3.60 1.92 -1.30
H -4.72 2.87 -0.32
H -5.14 1.23 -0.78
H -3.98 -0.76 0.48
H -2.50 -0.40 1.37
H -4.30 -0.84 -2.16
H -3.00 -1.19 -3.31
H -3.49 0.48 -3.02
H -3.05 -2.79 -0.89
H -1.59 -2.70 0.10
H -1.46 -2.89 -1.66
H -5.51 0.60 1.52
H -5.22 2.28 1.90
H -2.95 -1.21 3.63
H -2.67 -0.30 5.11
H -1.96 0.27 3.59
H -4.44 3.38 4.18
H -2.78 2.74 4.27
H -3.90 2.53 5.62
N 2.19 3.55 -1.27
C 2.20 2.93 -2.45
N 3.11 3.26 -3.36
S 1.02 1.79 -2.85
H 2.98 4.10 -0.99
H 1.64 3.11 -0.53
H 3.80 3.98 -3.18
H 3.05 2.89 -4.29
N 2.56 0.51 2.73
C 3.00 0.01 1.56
S 2.69 0.92 0.17
N 3.69 -1.14 1.61
C 4.22 -1.99 0.62
C 4.67 -3.24 1.06
C 5.21 -4.15 0.17
C 5.32 -3.82 -1.17
C 4.90 -2.58 -1.60
C 4.34 -1.66 -0.72
H 2.11 1.41 2.73
H 2.81 0.09 3.61
H 3.84 -1.51 2.54
H 4.61 -3.49 2.11
H 5.55 -5.11 0.52
H 5.74 -4.53 -1.86
H 5.02 -2.30 -2.64
H 4.02 -0.70 -1.09
C 1.21 -3.95 0.87
N 1.32 -3.27 -0.40
C 1.76 -3.93 -1.49
C 1.85 -3.33 -2.70
C 1.48 -1.95 -2.78
N 1.06 -1.32 -1.69
C 0.97 -1.94 -0.50
O 0.56 -1.30 0.48
N 1.54 -1.29 -3.93
H 2.17 -4.35 1.18
H 0.48 -4.76 0.80
H 0.87 -3.22 1.61
H 2.03 -4.97 -1.34
H 2.19 -3.86 -3.57
H 1.80 -1.75 -4.78
H 1.27 -0.31 -3.95
```

Properties
Multiplicity: 2
LUMO energy (spin up / spin down): -6.33 / -4.97 eV
Energy above the lowest of the compared OMol25 structures with the same formula, charge and spin: 127.44 kJ/mol
Net charge: +2
E_HOMO (spin up / spin down): -12.311 / -12.311 eV
Expectation value of S²: 0.824

Record 4
Formula: C5H12O
Source: OMol25
Level of theory: wB97M-V/def2-TZVPD

```
18
Properties=species:S:1:pos:R:3
C -2.27 0.14 -0.32
C -1.67 0.08 -1.58
C -0.93 -1.06 -2.07
H -2.67 1.15 0.14
H -2.52 -0.63 0.41
H -1.29 0.89 -2.19
H -1.37 -1.48 -2.95
H -0.70 -1.81 -1.33
H 0.00 -0.67 -2.43
C 2.45 0.95 1.02
C 1.63 -0.18 1.35
O 0.19 0.04 1.49
H 2.18 1.48 0.13
H 3.49 0.65 0.69
H 2.44 1.74 1.79
H 1.83 -0.85 0.45
H 1.96 -0.63 2.34
H -0.16 0.25 0.63
```

Properties
LUMO energy: 0.95 eV
SMILES: C=CC.CCO
Energy above the lowest of the compared OMol25 structures with the same formula, charge and spin: 243.52 kJ/mol
E_HOMO: -9.564 eV